(1)
{
  "formula": "C4H6CuLiO2",
  "method": "ωB97M-V with the def2-TZVPD basis set",
  "relative_energy_kj_mol": 201.6,
  "e_lumo_ev": [3.067, 3.034],
  "spin_multiplicity": 2,
  "charge": -1,
  "s_squared": 0.766,
  "largest_force_ev_per_a": 4.61,
  "homo_lumo_gap_ha": [0.171, 0.181],
  "species": ["Cu", "O", "O", "C", "C", "C", "C", "Li", "H", "H", "H", "H", "H", "H"],
  "xyz": [[3.46688, 1.77841, 0.53827], [1.95572, -0.83907, 1.69135], [-1.28648, 1.68517, -0.41707], [1.51260, -0.55442, 0.55717], [0.69480, -0.79077, -0.61332], [-0.62631, -0.50091, 0.45993], [-1.65819, 0.36689, -0.28375], [0.42448, 2.12802, -0.45140], [-1.83857, -0.11993, -1.27418], [-1.07830, -1.47911, 0.69565], [0.51990, -0.20875, -1.52826], [1.03957, -1.72463, -1.08545], [-0.50685, 0.00219, 1.43767], [-2.61924, 0.25689, 0.27339]],
  "forces_ev_per_angstrom": [[-0.461, 0.172, -0.320], [-1.697, -0.499, -4.255], [0.418, -0.495, -0.029], [2.469, 2.579, 2.647], [-0.265, -0.994, 2.811], [-1.517, -1.223, -1.446], [-0.196, 0.299, -0.397], [0.270, -0.001, 0.347], [-0.043, 0.061, 0.174], [0.272, 0.130, -0.178], [0.702, 1.294, 0.911], [-1.234, -1.113, 0.494], [1.080, -0.236, -0.721], [0.202, 0.027, -0.040]]
}

(2)
{
  "formula": "H14O7",
  "method": "ωB97M-V with the def2-TZVPD basis set",
  "relative_energy_kj_mol": 210.3,
  "e_lumo_ev": -0.170,
  "largest_force_ev_per_a": 0.95,
  "homo_lumo_gap_ha": 0.384,
  "species": ["O", "O", "O", "O", "O", "O", "O", "H", "H", "H", "H", "H", "H", "H", "H", "H", "H", "H", "H", "H", "H"],
  "xyz": [[16.61300, -20.02974, -1.79841], [14.04488, -18.55039, -0.93523], [19.89129, -15.39440, 0.91060], [18.51489, -16.60696, -2.54206], [14.88693, -18.90685, 1.62094], [19.94267, -18.01202, 1.68383], [17.59756, -17.07139, -0.14807], [17.05243, -17.80002, 0.14887], [16.37258, -20.84694, -1.36183], [14.77380, -18.22020, -1.46047], [17.17197, -16.29206, 0.20936], [15.93445, -19.90333, -2.46161], [17.89920, -16.05516, -3.02443], [20.47421, -18.74216, 1.36668], [18.21561, -16.56330, -1.63391], [19.05305, -18.22144, 1.39932], [13.48288, -19.00435, -1.56318], [20.22419, -15.93773, 0.19631], [14.48392, -18.89815, 0.75277], [14.98674, -17.98246, 1.84848], [19.22155, -14.84558, 0.50258]],
  "forces_ev_per_angstrom": [[0.201, 0.276, 0.051], [-0.270, 0.137, -0.163], [-0.066, 0.529, 0.216], [0.387, 0.258, -0.832], [0.532, -0.124, 0.553], [0.282, -0.152, 0.192], [-0.226, 0.094, 0.405], [-0.275, -0.543, -0.085], [-0.064, -0.228, 0.205], [0.399, 0.113, -0.034], [-0.023, 0.240, 0.363], [-0.031, -0.084, -0.267], [-0.022, 0.127, -0.247], [0.147, -0.258, -0.021], [-0.137, -0.443, 0.364], [-0.214, 0.134, -0.148], [-0.313, -0.132, -0.050], [0.056, -0.356, -0.067], [-0.268, -0.033, -0.510], [-0.096, 0.181, 0.222], [0.003, 0.263, -0.147]]
}

(3)
{
  "formula": "C22H29N3O3",
  "method": "ωB97M-V with the def2-TZVPD basis set",
  "relative_energy_kj_mol": 145.7,
  "e_lumo_ev": 0.661,
  "largest_force_ev_per_a": 0.67,
  "homo_lumo_gap_ha": 0.311,
  "species": ["O", "O", "O", "N", "N", "N", "C", "C", "C", "C", "C", "C", "C", "C", "C", "C", "C", "C", "C", "C", "C", "C", "C", "C", "C", "C", "C", "C", "H", "H", "H", "H", "H", "H", "H", "H", "H", "H", "H", "H", "H", "H", "H", "H", "H", "H", "H", "H", "H", "H", "H", "H", "H", "H", "H", "H", "H"],
  "xyz": [[6.03630, -1.32358, 0.00569], [4.34691, 0.53365, 1.38694], [-1.99974, -0.36012, 1.49971], [-6.13161, -0.50881, 0.18467], [-4.41647, 0.92364, -0.14941], [-1.67552, -2.12244, 0.12538], [4.68508, -1.22984, -0.17563], [-3.08023, 1.37134, -0.46771], [1.93191, -1.34707, -0.69527], [-2.45877, -1.20433, 0.75046], [-6.62026, -1.70856, 0.41577], [-4.58500, 3.21186, -0.62380], [-3.91167, -1.38224, 0.49787], [3.55274, 1.56097, 1.94361], [-4.80318, -0.31984, 0.18808], [6.72733, 0.88568, -0.78901], [3.80845, -0.33845, 0.47628], [0.44860, -1.40399, -0.92005], [2.45256, -0.40980, 0.18752], [-0.23914, -2.11842, 0.25502], [-4.46330, -2.63909, 0.70166], [3.28196, 2.69825, 0.96255], [-5.83618, -2.82639, 0.64547], [-5.40993, 1.94598, -0.42239], [-3.29881, 2.67029, -1.24144], [2.79494, -2.23929, -1.30698], [6.81168, -0.17591, 0.30237], [4.15042, -2.16756, -1.05183], [-6.11547, 2.01090, 0.40745], [-6.27666, -3.79603, 0.81064], [-2.45832, 3.35399, -1.14285], [-5.97637, 1.68566, -1.32461], [7.83153, -0.56588, 0.37017], [4.83915, -2.84785, -1.52763], [-3.81396, -3.46797, 0.95044], [-0.01100, -1.59120, 1.18400], [1.76114, 0.26349, 0.66904], [-2.50431, 1.54565, 0.44910], [-2.08937, -2.73915, -0.55498], [4.22208, 3.12752, 0.62377], [-2.55123, 0.61658, -1.05914], [-4.36828, 3.67588, 0.33864], [0.03977, -0.39346, -0.99246], [2.69807, 3.47192, 1.45333], [5.71673, 1.28109, -0.85577], [6.52870, 0.24946, 1.26938], [2.61551, 1.15759, 2.34445], [2.41630, -2.98152, -1.99350], [-5.08786, 3.93782, -1.25899], [7.40944, 1.70036, -0.56142], [0.12407, -3.14710, 0.32919], [6.99559, 0.45612, -1.75175], [-3.45450, 2.45707, -2.30014], [-7.70125, -1.77212, 0.40971], [4.14992, 1.93075, 2.78226], [0.22791, -1.93527, -1.84842], [2.73358, 2.33978, 0.09455]],
  "forces_ev_per_angstrom": [[-0.332, -0.210, 0.160], [0.149, -0.418, -0.282], [0.037, 0.150, 0.137], [-0.005, 0.317, -0.054], [0.000, 0.212, 0.044], [0.054, -0.257, -0.165], [-0.103, -0.054, -0.137], [0.581, 0.130, 0.072], [0.001, -0.011, -0.149], [0.060, -0.250, -0.043], [0.059, -0.323, 0.020], [0.027, -0.154, -0.071], [-0.289, -0.040, 0.046], [-0.234, 0.409, 0.076], [0.019, -0.301, 0.070], [-0.068, -0.388, 0.222], [0.199, -0.017, 0.024], [-0.012, -0.123, 0.311], [0.043, 0.023, 0.049], [0.126, 0.175, -0.043], [-0.160, 0.190, -0.081], [0.122, -0.378, 0.133], [0.004, -0.077, 0.034], [-0.393, 0.254, 0.004], [-0.039, -0.066, 0.036], [-0.048, 0.088, 0.056], [0.402, 0.535, 0.026], [0.128, 0.164, 0.175], [-0.022, 0.046, -0.132], [-0.062, -0.067, 0.036], [0.060, -0.021, -0.046], [-0.050, 0.064, 0.082], [-0.123, 0.080, 0.015], [0.112, -0.055, -0.049], [0.049, -0.027, 0.013], [0.054, -0.147, -0.080], [-0.048, 0.142, 0.087], [-0.018, -0.026, -0.222], [-0.082, 0.141, 0.061], [0.062, 0.058, -0.031], [0.027, 0.052, 0.035], [-0.013, 0.046, 0.040], [-0.060, -0.019, -0.052], [-0.078, 0.105, 0.031], [-0.085, 0.098, -0.025], [0.129, -0.137, -0.163], [0.114, 0.000, 0.013], [-0.057, -0.079, -0.095], [-0.043, 0.041, 0.036], [0.064, 0.117, 0.014], [0.016, 0.076, 0.045], [0.043, 0.003, -0.095], [0.010, 0.018, -0.047], [-0.084, -0.109, 0.020], [-0.156, -0.070, -0.061], [-0.028, 0.054, -0.030], [-0.059, 0.036, -0.072]]
}

(4)
{
  "formula": "C2H6N2",
  "method": "ωB97M-V with the def2-TZVPD basis set",
  "relative_energy_kj_mol": 342.2,
  "e_lumo_ev": 1.168,
  "largest_force_ev_per_a": 4.00,
  "homo_lumo_gap_ha": 0.346,
  "species": ["N", "N", "C", "C", "H", "H", "H", "H", "H", "H"],
  "xyz": [[-0.55129, -0.22829, 0.62223], [0.34574, 0.14655, -0.32796], [0.06484, -0.92782, 1.47632], [-0.09279, 0.88073, -1.49437], [1.32762, -0.05034, -0.22470], [0.20973, 2.16549, -1.54333], [0.50128, 0.47173, -2.49523], [-0.36914, -1.20171, 2.51490], [1.15203, -1.07719, 1.37205], [-1.21494, 0.54676, -1.57525]],
  "forces_ev_per_angstrom": [[1.489, -0.024, -0.388], [-0.709, 1.472, -2.047], [-0.342, -0.747, 3.645], [0.610, 0.610, -2.222], [-0.042, -0.086, 0.295], [-1.408, -3.706, 0.502], [-1.611, 0.874, 2.539], [0.323, 0.311, -2.241], [-0.357, -0.235, 0.168], [2.047, 1.531, -0.251]]
}

(5)
{
  "formula": "C37H35N11O5PS2W",
  "method": "ωB97M-V with the def2-TZVPD basis set",
  "e_lumo_ev": [-6.274, -6.213],
  "spin_multiplicity": 2,
  "charge": 2,
  "s_squared": 0.758,
  "largest_force_ev_per_a": 2.04,
  "homo_lumo_gap_ha": [0.206, 0.208],
  "species": ["W", "S", "S", "P", "O", "O", "O", "O", "O", "N", "N", "N", "N", "N", "N", "N", "N", "N", "N", "N", "C", "C", "C", "C", "C", "C", "C", "C", "C", "C", "C", "C", "C", "C", "C", "C", "C", "C", "C", "C", "C", "C", "C", "C", "C", "C", "C", "C", "C", "C", "C", "C", "C", "C", "C", "C", "C", "H", "H", "H", "H", "H", "H", "H", "H", "H", "H", "H", "H", "H", "H", "H", "H", "H", "H", "H", "H", "H", "H", "H", "H", "H", "H", "H", "H", "H", "H", "H", "H", "H", "H", "H"],
  "xyz": [[0.04822, 0.20173, -0.11295], [1.51655, 1.12434, -2.55049], [-0.83015, -2.93590, -1.23564], [-0.15590, 3.29180, 1.98164], [0.46567, 1.89129, -1.85134], [-0.95390, -0.07024, -1.82744], [1.26524, 0.59651, -3.84776], [-3.49006, 2.21945, 3.63605], [-1.50992, -0.70092, 0.76114], [2.50018, 3.67044, 1.17620], [-2.49479, 0.76901, 2.21125], [1.13803, -1.60258, 0.49756], [1.65534, 1.77551, 0.49148], [0.13607, 1.60658, 4.12054], [-2.48248, 3.65131, 0.54889], [-1.81500, -0.85428, -2.49540], [-4.40940, 0.13682, 3.42629], [1.66787, -0.02221, -1.41908], [0.35976, 0.53272, 2.21417], [-1.39857, 1.85310, -0.06526], [1.29309, -3.72328, 1.59531], [-2.44089, -0.40902, 1.66683], [-3.45571, 1.11093, 3.11379], [3.37676, -1.56839, -2.34869], [2.45568, -1.17085, -1.42009], [3.00882, 1.72792, 0.31685], [-3.37495, -1.43139, 1.97434], [1.36530, 2.95768, 1.02050], [3.65921, 4.48530, -2.52380], [-2.56139, 1.92195, -0.78728], [0.78984, -0.27684, 3.24073], [-3.23818, 3.03759, -0.41329], [-1.37678, 2.91018, 0.73168], [2.62385, 3.56926, -2.43017], [0.63450, 0.37212, 4.42463], [2.17610, -1.99324, -0.31479], [2.89548, 2.21977, -2.64045], [-2.85275, 4.86959, 1.27641], [-2.95500, -2.85377, -2.98839], [-4.34136, -1.09208, 2.85919], [-1.91322, -2.20816, -2.26975], [0.67548, -2.49124, 1.35474], [-5.48165, 0.46091, 4.37317], [2.39332, -4.07523, 0.86885], [-0.23166, 2.64575, 5.08980], [-2.49711, -0.19490, -3.47639], [3.85207, -3.57110, -1.08352], [4.17824, 1.78128, -2.94779], [4.10017, -2.76636, -2.15522], [2.84008, -3.21786, -0.15860], [-0.00052, 1.67406, 2.78676], [-3.44745, -0.83627, -4.19763], [4.94850, 4.05588, -2.81038], [5.20623, 2.70695, -3.01921], [3.54575, 2.90612, 0.74120], [-3.70874, -2.19073, -3.91059], [2.61894, 5.01145, 1.75347], [0.84563, 0.06259, 5.43353], [4.38914, 0.74043, -3.13684], [-3.33257, -2.40736, 1.51589], [1.74691, 5.60422, 1.49550], [3.50582, 5.48749, 1.34597], [-3.86008, 5.14575, 0.98312], [4.37617, -4.50943, -0.95702], [-2.84769, 1.18316, -1.50522], [3.52038, 0.86867, -0.07770], [0.86518, -4.38776, 2.33248], [0.43910, 3.49846, 5.01263], [-5.56134, 1.53948, 4.43838], [-4.18424, 3.43100, -0.74310], [-5.11290, -1.79185, 3.15385], [-1.25699, 2.95987, 4.90603], [6.20895, 2.37454, -3.25331], [-3.97251, -0.30924, -4.98015], [-3.09689, -3.90599, -2.79233], [5.75157, 4.77643, -2.89496], [-5.25049, 0.06351, 5.36021], [2.71093, 4.95559, 2.83623], [-4.49539, -2.70991, -4.44220], [-2.20408, 0.83331, -3.62524], [3.50501, -1.00729, -3.26294], [-2.83571, 4.67457, 2.34607], [3.45783, 5.53859, -2.37804], [2.88434, -5.02833, 1.02486], [-0.24361, -2.23573, 1.85754], [4.56409, 3.25643, 0.74435], [-0.15409, 2.22269, 6.08592], [1.19706, -1.25379, 3.09825], [-6.41740, 0.03685, 4.01848], [-2.17542, 5.68307, 1.02821], [4.84085, -3.05705, -2.88773], [1.61550, 3.88823, -2.20765]],
  "forces_ev_per_angstrom": [[-0.820, 1.844, 0.284], [-0.148, -0.204, -0.098], [-0.094, -0.442, -0.155], [0.186, 0.134, -0.122], [-0.019, -0.171, 0.258], [-0.014, -0.204, 0.297], [0.114, -0.032, -0.054], [0.087, -0.050, -0.032], [0.951, 0.206, -0.349], [0.154, 0.199, 0.053], [0.163, 0.110, -0.104], [-0.041, -0.201, -0.415], [-0.093, -0.331, -0.377], [0.003, 0.043, 0.244], [-0.058, 0.069, -0.036], [-0.190, -0.304, -0.050], [-0.032, -0.036, -0.082], [0.276, -0.200, -0.069], [0.085, -0.135, -0.166], [0.218, -0.227, -0.148], [-0.069, 0.002, 0.099], [-0.190, -0.103, 0.024], [-0.102, 0.052, 0.172], [0.048, -0.118, -0.123], [-0.070, 0.090, -0.061], [0.093, -0.057, 0.158], [-0.020, -0.127, -0.005], [-0.040, 0.072, 0.236], [0.033, 0.009, -0.002], [-0.002, -0.043, 0.096], [-0.233, -0.050, -0.026], [-0.019, 0.041, 0.158], [-0.268, 0.121, -0.034], [0.045, -0.096, 0.001], [-0.054, 0.013, 0.012], [0.081, -0.034, 0.060], [0.050, 0.085, 0.130], [0.053, -0.088, 0.005], [-0.060, 0.068, -0.113], [-0.096, -0.019, 0.082], [0.285, 0.358, 0.179], [-0.140, -0.153, 0.111], [0.065, -0.026, 0.005], [0.038, -0.045, -0.086], [-0.022, -0.028, -0.124], [-0.024, -0.056, -0.040], [-0.046, -0.072, 0.079], [-0.060, 0.005, -0.038], [-0.026, 0.086, -0.057], [0.111, -0.037, 0.038], [-0.049, 0.211, 0.165], [-0.036, 0.072, -0.047], [-0.019, 0.011, -0.009], [0.030, 0.022, 0.002], [-0.045, 0.021, 0.024], [0.005, -0.135, 0.032], [0.007, -0.090, 0.003], [-0.004, 0.021, -0.012], [-0.005, 0.016, 0.012], [0.027, 0.034, -0.027], [-0.017, -0.001, -0.034], [0.003, -0.003, -0.034], [-0.024, -0.013, -0.011], [0.007, 0.029, 0.010], [-0.011, -0.046, 0.007], [-0.033, 0.029, -0.042], [0.002, 0.024, -0.002], [0.037, -0.012, -0.006], [-0.016, 0.022, -0.020], [0.032, 0.030, 0.016], [-0.012, 0.042, 0.020], [-0.037, -0.036, 0.018], [-0.021, 0.010, -0.008], [-0.006, 0.009, 0.037], [0.006, 0.003, 0.022], [-0.003, -0.014, 0.030], [0.018, -0.002, 0.006], [0.011, -0.029, 0.016], [0.049, -0.021, -0.016], [0.029, -0.008, 0.030], [0.028, -0.030, -0.010], [-0.046, -0.045, 0.004], [-0.004, -0.002, -0.031], [-0.003, 0.026, -0.007], [-0.008, -0.027, 0.039], [-0.041, 0.023, 0.013], [-0.007, -0.026, 0.014], [0.060, -0.044, 0.029], [-0.003, -0.013, -0.014], [0.020, -0.001, -0.030], [-0.029, 0.015, -0.019], [0.017, 0.010, 0.014]]
}

(6)
{
  "formula": "C3H14O3S",
  "method": "ωB97M-V with the def2-TZVPD basis set",
  "relative_energy_kj_mol": 75.2,
  "e_lumo_ev": 0.185,
  "largest_force_ev_per_a": 0.89,
  "homo_lumo_gap_ha": 0.330,
  "species": ["S", "O", "O", "O", "C", "C", "C", "H", "H", "H", "H", "H", "H", "H", "H", "H", "H", "H", "H", "H", "H"],
  "xyz": [[-1.70725, -1.19062, -1.71709], [-3.25456, -1.35328, 2.92497], [-0.12777, -0.79246, 2.55239], [1.30154, 2.38728, 2.89510], [1.93708, 0.54825, -2.61368], [-0.51982, 0.07173, -2.19185], [0.89110, -0.50629, -2.29027], [1.64153, 1.07076, -3.52136], [0.20546, -1.67195, 2.75378], [-3.21922, -1.64670, 3.83984], [2.91547, 0.08796, -2.81814], [1.14434, -0.97298, -1.34023], [-0.45682, 0.89060, -1.47537], [0.54935, 2.09511, 3.42146], [-2.43831, -0.47453, -0.86295], [1.57018, 1.60980, 2.39307], [2.02686, 1.29321, -1.82990], [-2.97184, -0.43267, 2.92598], [-0.81920, 0.49217, -3.15519], [0.36530, -0.19750, 3.14703], [0.96658, -1.30791, -3.03758]],
  "forces_ev_per_angstrom": [[-0.201, -0.371, 0.139], [-0.196, -0.029, -0.068], [0.391, 0.666, 0.403], [-0.021, -0.199, 0.092], [0.030, -0.151, -0.540], [0.727, 0.343, -0.383], [0.266, -0.372, 0.023], [0.060, 0.166, -0.153], [-0.056, -0.061, -0.023], [0.035, 0.116, -0.013], [-0.259, 0.197, 0.240], [-0.078, -0.099, 0.162], [-0.382, -0.073, 0.124], [0.009, 0.150, -0.061], [-0.041, 0.103, 0.067], [-0.009, 0.097, -0.088], [0.106, 0.058, 0.197], [0.116, -0.167, 0.063], [0.059, 0.045, 0.081], [-0.275, -0.555, -0.326], [-0.282, 0.136, 0.062]]
}

> Number 2 is which compound?

H14O7